Entry 1:
Below is a 4-piece molecular cluster, C4H12N4O8 overall, with properties calculated with ωB97M-V with the def2-TZVPD basis set.

Summary:
ΔE to the lowest compared entry with this formula, charge and spin = 11.1 kcal per mole
2S+1 = 2
total charge = -1
expectation value of S² = 0.7530
frontier orbital gap (alpha / beta) = 3.1 / 7.6 eV

Positions of all 28 atoms, in Å:
C (2.603, 3.661, -1.369)
N (2.288, 4.758, -2.289)
O (2.622, 5.929, -1.978)
O (2.050, 4.409, -3.445)
H (3.516, 3.145, -1.667)
H (1.838, 2.887, -1.426)
H (2.556, 4.150, -0.396)
C (1.262, -0.786, -1.598)
N (1.542, -0.337, -0.219)
O (2.184, 0.675, -0.036)
O (1.000, -1.020, 0.602)
H (0.338, -0.295, -1.903)
H (1.316, -1.871, -1.688)
H (2.123, -0.431, -2.163)
C (-1.899, -0.460, 2.302)
N (-2.198, 0.092, 3.663)
O (-2.733, 1.258, 3.784)
O (-1.839, -0.618, 4.551)
H (-0.969, -1.028, 2.296)
H (-1.816, 0.408, 1.648)
H (-2.797, -1.050, 2.124)
C (-2.129, -2.820, 0.220)
N (-1.532, -4.033, -0.437)
O (-0.293, -4.047, -0.608)
O (-2.286, -4.859, -0.924)
H (-1.384, -2.026, 0.282)
H (-2.487, -3.159, 1.193)
H (-2.877, -2.531, -0.518)

Entry 2:
Below is a 2-piece molecular cluster, C3H7Cl overall, with properties calculated with ωB97M-V with the def2-TZVPD basis set.

Summary:
ΔE to the lowest compared entry with this formula, charge and spin = 98.5 kcal per mole
frontier orbital gap (alpha / beta) = 7.4 / 9.5 eV

Positions of all 11 atoms, in Å:
C (-0.150, -1.298, -0.417)
C (-0.608, -0.551, 0.717)
C (1.000, 1.895, -0.002)
Cl (-0.307, 2.971, -0.446)
H (-0.655, -2.304, -0.284)
H (-0.484, -0.820, -1.321)
H (0.867, -1.739, -0.474)
H (-1.219, 0.301, 0.688)
H (-0.411, -1.014, 1.688)
H (1.430, 1.440, -0.825)
H (0.536, 1.119, 0.676)

Entry 3:
Below is a single C16H30O4 molecule, with properties calculated with ωB97M-V with the def2-TZVPD basis set.

Summary:
SMILES string = CCCCOC(=O)CCCCCCC(=O)OCCCC
ΔE to the lowest compared entry with this formula, charge and spin = 351.4 kcal per mole
frontier orbital gap = 10.2 eV

Positions of all 50 atoms, in Å:
C (-0.949, -2.534, -0.400)
C (0.513, -3.058, -0.032)
C (1.509, -1.807, 0.093)
C (2.770, -2.408, 0.581)
H (3.211, -3.194, -0.297)
H (2.570, -3.004, 1.604)
O (3.489, -1.401, 1.055)
C (4.211, -0.703, -0.259)
O (4.142, -1.114, -1.361)
C (5.040, 0.452, 0.309)
C (3.959, 1.840, 0.617)
C (3.259, 2.253, -0.789)
C (2.064, 2.701, -0.538)
C (0.931, 1.989, -0.099)
C (-0.431, 2.582, 0.009)
C (-1.563, 1.559, 0.615)
O (-1.259, 0.375, 1.090)
O (-2.736, 1.976, 0.207)
C (-3.709, 1.276, 0.311)
C (-4.079, 0.282, -0.692)
C (-5.348, -0.629, -0.734)
C (-5.292, -1.558, 0.630)
H (-5.110, -1.057, 1.502)
H (-6.106, -2.257, 0.657)
H (-4.288, -2.092, 0.086)
H (-5.398, -1.124, -1.595)
H (-6.151, -0.164, -0.455)
H (-3.139, -0.248, -0.958)
H (-4.222, 0.810, -1.599)
H (-4.634, 1.793, 0.597)
H (-3.605, 0.708, 1.236)
H (-0.787, 3.157, -0.847)
H (-0.286, 3.318, 1.008)
H (0.768, 1.104, -1.013)
H (1.122, 1.219, 0.733)
H (1.821, 3.679, -1.266)
H (2.189, 3.576, 0.244)
H (3.175, 1.339, -1.094)
H (4.039, 2.875, -1.175)
H (3.141, 1.401, 1.382)
H (4.628, 2.381, 1.253)
H (5.567, 0.855, -0.223)
H (5.444, 0.205, 1.261)
H (1.429, -1.538, -0.815)
H (0.843, -1.111, 0.758)
H (0.408, -3.621, 0.920)
H (0.827, -3.884, -0.706)
H (-1.221, -1.917, 0.242)
H (-1.698, -3.251, -0.624)
H (-1.055, -2.029, -1.429)

Entry 4:
Below is C16H6AuN7O3S as an isolated structure, with properties calculated with ωB97M-V with the def2-TZVPD basis set.

Summary:
ΔE to the lowest compared entry with this formula, charge and spin = 0.0 kcal per mole
total charge = -2
frontier orbital gap = 6.5 eV

Positions of all 34 atoms, in Å:
Au (0.621, -0.423, 1.297)
N (2.631, 0.049, 0.968)
C (3.746, 0.322, 0.842)
C (5.106, 0.637, 0.711)
C (6.088, -0.353, 0.945)
N (6.905, -1.150, 1.133)
C (5.516, 1.940, 0.349)
N (5.879, 2.998, 0.055)
S (-0.726, -2.287, 2.057)
O (-1.137, 2.923, 1.559)
C (-1.661, 1.941, 2.007)
N (-1.527, 0.603, 1.513)
C (-2.464, -0.316, 2.286)
O (-1.887, -1.353, 2.958)
C (-3.122, 0.603, 3.280)
C (-4.064, 0.310, 4.250)
C (-4.518, 1.345, 5.055)
C (-4.032, 2.646, 4.898)
C (-3.078, 2.927, 3.933)
C (-2.629, 1.885, 3.137)
H (-4.431, -0.701, 4.371)
H (-5.261, 1.146, 5.817)
H (-4.404, 3.435, 5.541)
H (-2.680, 3.924, 3.790)
N (-1.565, 2.127, -2.668)
C (-1.338, 1.437, -1.479)
O (-0.194, 1.327, -1.059)
C (-2.512, 0.850, -0.859)
C (-3.737, 0.839, -1.558)
N (-4.709, 0.880, -2.188)
C (-2.463, 0.269, 0.425)
N (-3.224, -0.570, 1.055)
H (-0.795, 2.721, -2.926)
H (-2.490, 2.488, -2.834)

Entry 5:
Below is a single C5H4ClN5 molecule, with properties calculated with ωB97M-V with the def2-TZVPD basis set.

Summary:
ΔE to the lowest compared entry with this formula, charge and spin = 72.0 kcal per mole
frontier orbital gap (alpha / beta) = 8.1 / 7.7 eV

Positions of all 15 atoms, in Å:
C (-1.286, 2.410, 0.058)
C (0.144, 0.825, -0.353)
C (-0.494, 0.621, 0.856)
C (1.009, 0.000, -1.101)
C (0.780, -1.866, 0.351)
N (-1.323, 1.605, 1.104)
N (1.338, -1.159, -0.640)
N (1.309, -2.095, 1.453)
N (-0.407, 2.011, -0.818)
N (-0.439, -2.380, -0.112)
Cl (-1.171, -3.477, 0.944)
H (-1.755, 3.476, -0.074)
H (1.315, 0.506, -2.035)
H (1.169, -2.840, 2.107)
H (-0.188, 2.365, -1.738)

Entry 6:
Below is C56H46FGeIrN4P3 as an isolated structure, with properties calculated with ωB97M-V with the def2-TZVPD basis set.

Summary:
2S+1 = 2
total charge = +4
expectation value of S² = 0.7569
frontier orbital gap (alpha / beta) = 5.7 / 5.6 eV

Positions of all 112 atoms, in Å:
Ir (-0.062, -0.238, -0.242)
F (3.159, 2.684, 2.642)
Ge (2.104, 1.690, 1.651)
C (0.592, 2.895, 1.701)
C (0.623, 3.783, 2.778)
C (-0.219, 4.888, 2.803)
C (-1.084, 5.136, 1.745)
C (-1.146, 4.252, 0.680)
C (-0.340, 3.106, 0.679)
P (-0.614, 2.017, -0.719)
C (-2.358, 1.696, -0.884)
C (-3.256, 1.982, 0.151)
C (-4.611, 1.765, -0.048)
C (-5.064, 1.232, -1.249)
C (-4.165, 0.887, -2.259)
C (-2.815, 1.105, -2.078)
C (-0.051, 2.934, -2.149)
C (-0.958, 3.433, -3.095)
C (-0.499, 4.278, -4.095)
C (0.844, 4.625, -4.160)
C (1.744, 4.130, -3.219)
C (1.302, 3.290, -2.216)
C (2.215, 0.114, 2.749)
C (3.392, 0.018, 3.491)
C (3.585, -1.049, 4.365)
C (2.604, -2.021, 4.519)
C (1.432, -1.948, 3.783)
C (1.239, -0.879, 2.896)
P (-0.311, -0.840, 2.022)
C (-1.524, 0.071, 2.920)
C (-2.838, 0.134, 2.428)
C (-3.812, 0.764, 3.177)
C (-3.477, 1.347, 4.399)
C (-2.168, 1.314, 4.866)
C (-1.179, 0.686, 4.127)
C (-0.796, -2.542, 1.829)
C (-1.962, -3.056, 2.394)
C (-2.266, -4.398, 2.212)
C (-1.425, -5.214, 1.461)
C (-0.264, -4.699, 0.889)
C (0.052, -3.365, 1.071)
C (3.250, 1.612, 0.085)
C (4.250, 2.587, 0.078)
C (5.271, 2.547, -0.866)
C (5.321, 1.526, -1.806)
C (4.328, 0.560, -1.828)
C (3.277, 0.622, -0.906)
P (2.039, -0.650, -1.149)
C (2.844, -2.199, -0.844)
C (3.382, -2.405, 0.437)
C (4.122, -3.545, 0.683)
C (4.331, -4.471, -0.338)
C (3.785, -4.271, -1.600)
C (3.033, -3.136, -1.865)
C (1.365, -0.594, -2.792)
C (0.427, -1.592, -3.142)
C (-0.173, -1.565, -4.388)
C (0.135, -0.541, -5.280)
C (1.050, 0.453, -4.934)
C (1.659, 0.439, -3.696)
H (1.338, 3.646, 3.578)
H (-0.167, 5.580, 3.633)
H (-1.712, 6.017, 1.746)
H (-1.821, 4.453, -0.145)
H (-2.909, 2.394, 1.089)
H (-5.316, 2.034, 0.728)
H (-6.125, 1.085, -1.402)
H (-4.527, 0.465, -3.189)
H (-2.112, 0.834, -2.859)
H (-2.011, 3.202, -3.043)
H (-1.200, 4.681, -4.814)
H (1.189, 5.300, -4.933)
H (2.788, 4.415, -3.264)
H (1.998, 2.938, -1.471)
H (4.155, 0.779, 3.405)
H (4.505, -1.113, 4.933)
H (2.748, -2.836, 5.215)
H (0.672, -2.707, 3.909)
H (-3.088, -0.316, 1.473)
H (-4.834, 0.803, 2.822)
H (-4.243, 1.832, 4.991)
H (-1.919, 1.772, 5.815)
H (-0.162, 0.656, 4.496)
H (-2.613, -2.431, 2.992)
H (-3.153, -4.813, 2.673)
H (-1.667, -6.263, 1.337)
H (0.396, -5.342, 0.319)
H (0.973, -2.970, 0.653)
H (4.254, 3.365, 0.828)
H (6.048, 3.300, -0.841)
H (6.132, 1.478, -2.521)
H (4.370, -0.235, -2.566)
H (3.240, -1.669, 1.221)
H (4.553, -3.710, 1.662)
H (4.942, -5.345, -0.153)
H (3.957, -4.994, -2.387)
H (2.629, -2.978, -2.856)
H (0.194, -2.389, -2.446)
H (-0.871, -2.341, -4.673)
H (-0.332, -0.523, -6.257)
H (1.296, 1.233, -5.643)
H (2.381, 1.199, -3.445)
N (-5.922, -3.132, -0.847)
C (-4.616, -3.216, -1.028)
N (-4.054, -4.378, -1.337)
N (-3.899, -2.092, -0.877)
C (-2.691, -1.801, -0.893)
N (-1.566, -1.438, -0.889)
H (-6.534, -3.926, -0.954)
H (-6.335, -2.241, -0.623)
H (-4.609, -5.204, -1.507)
H (-3.067, -4.441, -1.520)

no.,largest force on an atom (eV/Å)
1,7.30
2,3.39
3,17.65
4,1.24
5,4.52
6,0.95